Entry from the Open Molecules 2025 dataset: 4 unconnected molecules or ions with the total composition C20H40Br2F3N2O10S3 at a distorted geometry (ωB97M-V with the def2-TZVPD basis set).

```
80
Properties=species:S:1:pos:R:3
H -2.0865 -9.6392 2.2479
H 5.2870 -1.5221 0.6417
H -2.7436 -7.9933 2.3008
F 2.7412 3.6765 1.2630
C 1.3749 3.5016 1.1871
H -1.8791 -4.6976 -0.8617
H 2.6263 1.5041 2.4494
H 1.6964 -1.0385 0.2988
H -6.9797 4.3365 -3.6644
S -5.2938 3.6989 -2.1713
C 2.6807 -0.7482 -0.0767
N 2.5192 -0.4236 -1.5071
O -2.0601 -2.4645 0.5581
H -2.9433 -9.0221 0.0176
O -0.6440 -0.4587 0.8531
H -4.8206 6.6103 -0.3709
C -1.0088 -5.2085 -1.2662
H 0.1667 -3.7353 1.7117
O 0.4263 -7.3510 -0.7543
S -0.5851 -6.5146 -0.1815
H 6.1941 2.0662 0.2296
H 1.2343 -2.2934 1.7584
H -1.1901 -5.5897 -2.2668
O -0.3494 -5.9530 1.1202
S -0.7116 -2.0015 0.4774
O -5.4349 5.1888 -1.6560
C -2.6342 0.6285 -0.1943
H -3.0299 0.8973 0.7846
C 3.2152 0.5781 0.5706
C 5.0215 1.4454 1.9913
H -3.1380 -0.2798 -0.5195
C -6.8705 3.5473 -2.9258
H -0.6884 1.4205 0.1614
C 3.3938 1.5183 -0.6703
C -1.9507 -8.6183 1.8907
Br 2.0035 5.8196 -0.4753
C 5.4891 -0.4506 0.5815
C -3.0561 5.7150 -1.2676
H 3.0781 2.5533 -0.5820
H -6.8848 2.5714 -3.4063
O -5.1937 2.8299 -1.0360
C 0.8460 4.3433 -0.0265
H -2.3739 6.1458 -0.5352
O 0.0129 -2.1725 -0.7534
C -1.1344 0.4758 -0.1406
H 6.4498 -0.2976 1.0755
H -0.2672 -2.3422 2.7465
H -0.9981 -8.2459 2.2627
H 1.6384 0.1586 1.9695
O -1.9622 -7.2866 -0.1975
C 0.2099 -2.6496 1.8198
C 1.0418 1.9940 1.0761
H -7.6358 3.6100 -2.1578
H -1.1913 -9.2066 -0.0565
O 4.7011 1.6701 3.1052
C -2.0001 -8.6200 0.3798
H 6.9951 2.1848 1.7928
H 5.6030 -0.1677 -0.4760
H 2.7361 1.1602 -2.8232
H -2.8810 1.4238 -0.8981
C 2.1358 1.0523 1.5872
C 6.0349 2.3044 1.2798
H 2.1751 -1.0936 -2.1881
H -2.6997 4.7236 -1.5416
F -0.3865 4.7838 0.1829
Br 0.6472 4.2132 2.8253
H -0.1487 -4.5432 -1.2561
H 0.7218 1.7391 0.0648
N 4.4546 0.2977 1.3007
H -3.0421 6.3331 -2.1651
H 5.7367 3.3485 1.4038
C 2.8243 0.7812 -1.8071
H 4.4637 1.5987 -0.9225
H -4.4868 4.9672 0.1717
C -4.4517 5.6380 -0.6878
H -0.7124 0.1956 -1.1087
H 3.3174 -1.6232 0.0380
O -4.2682 3.6329 -3.1698
H 0.1709 1.8316 1.7120
F 0.7519 3.5376 -1.1228
```

Summary:
* charge: +1
* LUMO level: -3.97 eV
* orbital gap: 8.597 eV
* electronic energy: -225578.7100 eV
* HOMO level: -0.462 Eh
* spin multiplicity: 1



Entry from the Open Molecules 2025 dataset: 9 unconnected molecules or ions with the total composition C20H40BrCl16N4 at a distorted geometry (ωB97M-V with the def2-TZVPD basis set).

```
81
Properties=species:S:1:pos:R:3
H 0.4942 -6.1095 2.2969
C 2.5306 -1.4971 1.5783
N -4.4360 -0.0669 -1.7331
H 2.7713 -2.1291 0.7246
C 6.1591 2.8769 7.3512
H -0.2285 0.7963 -1.6883
H 2.8537 -3.3994 6.6697
H -2.4576 1.3566 -1.1379
Cl -5.7977 -2.7900 -8.2037
H 7.1354 2.5430 7.6968
H 0.0359 -1.5288 -2.6706
C 3.2525 -2.4172 6.9192
H -0.4694 3.8322 -1.5003
C 3.1453 6.9418 -2.2907
C -5.9389 -0.0592 -8.2766
H -5.7225 0.8744 -7.7567
H 5.1092 -3.0464 7.7736
H -3.5599 -3.4926 -4.0235
H 3.7651 6.6925 -3.1493
Cl 5.2114 -0.9975 1.7734
Cl -3.6594 -5.9866 -5.4724
H 1.6380 -1.8917 2.0475
H -3.5654 -4.0405 -2.3399
H 6.3083 3.6019 6.5518
Br -0.8154 -1.5962 -0.3221
H -3.5544 -6.4384 -3.1634
Cl 0.1630 4.1171 0.7516
C -0.9177 0.3705 -2.4414
C -0.2302 -5.4918 2.8236
H 4.3141 2.0383 6.6002
C -3.9254 -5.6050 -3.7568
H -2.1165 5.8078 0.1765
Cl 5.3637 3.7381 8.6919
Cl 2.7192 9.3691 -3.4718
Cl -0.9872 -4.3985 1.6321
Cl 1.5029 6.3075 -2.5952
Cl 5.2213 0.3959 8.0298
Cl -3.0739 3.6880 -0.2344
H -4.4663 0.1322 -0.7359
H 3.8273 -2.4153 3.0186
C 3.6742 -1.4410 2.5623
H 0.0310 5.4902 -1.1444
H 4.1344 8.7460 -1.7117
N -5.0134 -0.8125 -3.6831
C 3.1401 8.4264 -2.0213
N -5.3450 -0.7180 -2.4627
H 2.4357 8.6872 -1.2337
C -0.9027 -1.1539 -2.2370
C -2.2918 1.0511 -2.1919
H 5.7817 1.3090 5.9437
H -6.2060 -1.0656 -2.0428
C -3.2697 -4.3054 -3.3572
H -5.0033 -5.5348 -3.6103
H -2.2992 1.9794 -2.7943
Cl -1.4926 -4.4159 -3.3654
Cl 1.8463 -3.8267 3.4477
N -3.8553 -0.2119 -3.8463
H -1.0196 -6.1391 3.2043
H -2.3707 5.5094 -1.5433
Cl 2.6139 -1.2454 5.7340
Cl -5.2981 0.1077 -9.9277
C -2.0036 5.0713 -0.6158
C -5.3083 -1.2142 -7.5358
C -3.4864 0.2544 -2.6371
H -5.6260 -1.2005 -6.4924
H -7.0195 -0.1707 -8.3435
H -4.2213 -1.1597 -7.5633
Cl 5.4598 -3.0943 5.4523
H 3.5336 6.4094 -1.4231
H -0.4941 0.6784 -3.4123
H 0.7378 -5.4455 4.7301
C 4.7590 -2.4210 6.9517
H 5.1566 -1.4065 7.0920
Cl 2.1167 0.1314 0.9703
H 2.8611 -2.1272 7.8940
H -0.2871 -4.0414 4.4261
H 3.4842 -0.7248 3.3539
C 5.3274 1.7249 6.8431
C -0.5654 4.6476 -0.7840
H -1.7219 -1.6886 -2.7343
C 0.4082 -4.7415 3.9665
```

Summary:
* charge: +1
* LUMO level: -4.59 eV
* orbital gap: 7.049 eV
* electronic energy: -297743.4667 eV
* HOMO level: -0.428 Eh
* spin multiplicity: 1